Entry from OMol25: 2 unconnected molecules or ions with the total composition C2H7NOS (wB97M-V/def2-TZVPD).

Computed properties:
Orbital gap in eV: 9.87
Lowest unoccupied orbital energy in eV: 0.90
Largest force on an atom in Eh/bohr: 0.061
DFT total energy in a.u.: -608.49803
2S+1: 1
HOMO in eV: -9.0
Structure (SMILES): C=NC.OS

Positions of all 12 atoms, in Å:
C: -0.4118 1.0726 1.0181
C: 0.8118 1.5144 -0.9811
N: -0.1618 0.7442 -0.1652
O: -0.7712 -1.9297 0.6569
S: -0.2343 -3.4286 0.1270
H: -0.9565 0.4301 1.7414
H: -1.2701 -3.9730 -0.5518
H: 0.2216 1.7387 1.6063
H: 0.3115 1.8344 -1.8976
H: 1.4111 2.3489 -0.3543
H: 1.5675 0.8504 -1.3291
H: -0.5178 -1.2023 0.1294

Let us look at the Löwdin charges, expressed in e, one per atom: atom 1 (C): -0.072, atom 2 (C): -0.117, atom 3 (N): -0.103, atom 4 (O): -0.560, atom 5 (S): 0.697, atom 6 (H): 0.081, atom 7 (H): -0.166, atom 8 (H): 0.071, atom 9 (H): 0.071, atom 10 (H): 0.120, atom 11 (H): 0.049, atom 12 (H): -0.071

=====

Entry from OMol25: a molecular structure, C58H45BClF4GeINO2PSr (wB97M-V/def2-TZVPD).

Computed properties:
Charge: -1
Orbital gap (spin up / spin down) in eV: 7.08 / 5.38
Lowest unoccupied orbital energy (spin up / spin down) in eV: 2.26 / 0.60
Largest force on an atom in Eh/bohr: 0.078
DFT total energy in a.u.: -6073.94423
2S+1: 2
HOMO (spin up / spin down) in eV: -4.8 / -4.8
Expectation value of S²: 0.754

Positions of all 116 atoms, in Å:
Sr: -0.6662 0.1534 -0.8527
I: -0.7516 2.8039 1.4549
C: -1.9325 3.8335 -0.0308
C: -2.7329 4.8354 0.4412
C: -3.4371 5.6471 -0.4596
C: -3.2742 5.4619 -1.8007
C: -2.4540 4.4295 -2.2960
C: -2.2612 4.2859 -3.6841
C: -1.4650 3.2914 -4.1709
C: -0.8945 2.3642 -3.2830
C: -1.0388 2.4419 -1.9149
C: -1.7866 3.5321 -1.4003
H: -2.8108 5.0169 1.5011
H: -4.0771 6.4308 -0.0814
H: -3.7627 6.1085 -2.5166
H: -2.7590 4.9838 -4.3433
H: -1.2897 3.1940 -5.2352
H: -0.3065 1.5679 -3.7190
F: -4.0887 0.3001 -1.0888
B: -3.7958 0.3685 0.2517
F: -2.3857 0.0485 0.3655
F: -3.9472 1.6491 0.7253
F: -4.5060 -0.5221 1.0088
Cl: -1.7356 -5.6366 2.0619
C: -1.7347 -3.9306 2.3455
C: -2.6416 -3.3508 3.2189
C: -2.6014 -1.9731 3.3703
C: -1.6516 -1.2467 2.6670
N: -0.7924 -1.8114 1.8317
C: -0.8328 -3.1197 1.6677
H: -3.3622 -3.9615 3.7401
H: -3.3186 -1.4704 4.0005
H: -1.5933 -0.1691 2.7404
H: -0.1312 -3.5432 0.9613
C: 6.3873 -1.3265 4.0667
C: 5.4804 -0.6555 4.8716
C: 4.2667 -0.2379 4.3551
C: 3.9454 -0.4759 3.0218
C: 4.8570 -1.1656 2.2290
C: 6.0667 -1.5953 2.7460
P: 2.3724 0.0715 2.2203
C: 2.8078 1.8505 1.9745
C: 2.5976 2.3383 0.6869
C: 2.8506 3.6658 0.3860
C: 3.3065 4.5214 1.3740
C: 3.5412 4.0395 2.6515
C: 3.3119 2.7070 2.9493
C: 1.3540 0.0561 3.7484
C: 1.0787 -1.2175 4.2489
C: 0.2943 -1.3854 5.3739
C: -0.2234 -0.2749 6.0243
C: 0.0298 0.9898 5.5215
C: 0.7995 1.1601 4.3808
H: 7.3344 -1.6543 4.4740
H: 5.7208 -0.4588 5.9092
H: 3.5599 0.2628 4.9999
H: 4.6048 -1.3733 1.1990
H: 6.7623 -2.1439 2.1235
H: 2.2037 1.6753 -0.0742
H: 2.6778 4.0292 -0.6169
H: 3.4726 5.5665 1.1564
H: 3.8987 4.7101 3.4226
H: 3.5206 2.3434 3.9448
H: 1.4762 -2.0821 3.7309
H: 0.0733 -2.3802 5.7386
H: -0.8258 -0.4047 6.9134
H: -0.3847 1.8545 6.0158
H: 0.9682 2.1517 3.9837
O: 2.2904 -1.2635 -2.8251
C: 2.1286 -0.1235 -2.3903
O: 1.2782 0.2067 -1.5202
C: 2.9951 0.9985 -2.9420
C: 4.2583 0.7456 -3.4598
C: 5.0226 1.7804 -3.9722
C: 4.5040 3.0645 -4.0243
C: 3.2375 3.3188 -3.5254
C: 2.4999 2.2963 -2.9578
H: 4.6344 -0.2668 -3.4556
H: 6.0243 1.5921 -4.3376
H: 5.0890 3.8692 -4.4493
H: 2.8237 4.3178 -3.5717
H: 1.5278 2.4841 -2.5252
C: 0.7092 -6.3158 -1.3003
C: -0.6682 -6.1890 -1.3649
C: -1.2365 -4.9507 -1.5997
C: -0.4349 -3.8355 -1.7869
C: 0.9443 -3.9638 -1.7071
C: 1.5147 -5.2015 -1.4711
Ge: -1.2504 -2.0938 -2.2204
C: -3.2083 -2.3739 -2.1438
C: -3.7793 -2.7652 -0.9420
C: -5.1440 -2.9326 -0.8246
C: -5.9609 -2.6965 -1.9154
C: -5.4032 -2.3146 -3.1217
C: -4.0360 -2.1523 -3.2328
C: -0.7972 -1.6632 -4.0896
C: 0.1724 -2.3805 -4.7722
C: 0.5128 -2.0468 -6.0683
C: -0.1317 -1.0013 -6.7066
C: -1.1112 -0.2860 -6.0402
C: -1.4223 -0.6019 -4.7309
H: 1.1522 -7.2873 -1.1248
H: -1.3040 -7.0562 -1.2396
H: -2.3133 -4.8475 -1.6455
H: 1.5718 -3.0940 -1.8484
H: 2.5907 -5.3003 -1.4253
H: -3.1486 -2.9283 -0.0766
H: -5.5739 -3.2193 0.1230
H: -7.0319 -2.8056 -1.8238
H: -6.0369 -2.1341 -3.9789
H: -3.6063 -1.8557 -4.1805
H: 0.6671 -3.2032 -4.2791
H: 1.2790 -2.6089 -6.5840
H: 0.1239 -0.7514 -7.7264
H: -1.6306 0.5208 -6.5393
H: -2.1722 -0.0206 -4.2073

These are the Löwdin partial charges, in e, on atoms 1 to 99: atom 1 (Sr): 1.267, atom 2 (I): 1.084, atom 3 (C): -0.540, atom 4 (C): -0.170, atom 5 (C): -0.095, atom 6 (C): -0.053, atom 7 (C): -0.176, atom 8 (C): -0.062, atom 9 (C): -0.092, atom 10 (C): -0.190, atom 11 (C): -0.200, atom 12 (C): -0.260, atom 13 (H): 0.081, atom 14 (H): 0.095, atom 15 (H): 0.102, atom 16 (H): 0.099, atom 17 (H): 0.093, atom 18 (H): 0.069, atom 19 (F): 0.162, atom 20 (B): -1.366, atom 21 (F): -0.222, atom 22 (F): 0.141, atom 23 (F): 0.165, atom 24 (Cl): 0.682, atom 25 (C): -0.653, atom 26 (C): -0.083, atom 27 (C): -0.034, atom 28 (C): -0.155, atom 29 (N): 0.076, atom 30 (C): -0.174, atom 31 (H): 0.105, atom 32 (H): 0.115, atom 33 (H): 0.096, atom 34 (H): 0.102, atom 35 (C): -0.102, atom 36 (C): -0.088, atom 37 (C): -0.100, atom 38 (C): -0.364, atom 39 (C): -0.102, atom 40 (C): -0.094, atom 41 (P): 1.130, atom 42 (C): -0.389, atom 43 (C): -0.161, atom 44 (C): -0.083, atom 45 (C): -0.086, atom 46 (C): -0.089, atom 47 (C): -0.103, atom 48 (C): -0.407, atom 49 (C): -0.137, atom 50 (C): -0.094, atom 51 (C): -0.095, atom 52 (C): -0.082, atom 53 (C): -0.128, atom 54 (H): 0.096, atom 55 (H): 0.099, atom 56 (H): 0.099, atom 57 (H): 0.097, atom 58 (H): 0.099, atom 59 (H): 0.062, atom 60 (H): 0.098, atom 61 (H): 0.099, atom 62 (H): 0.098, atom 63 (H): 0.094, atom 64 (H): 0.107, atom 65 (H): 0.104, atom 66 (H): 0.098, atom 67 (H): 0.101, atom 68 (H): 0.063, atom 69 (O): 0.021, atom 70 (C): -0.604, atom 71 (O): -0.377, atom 72 (C): -0.118, atom 73 (C): -0.028, atom 74 (C): -0.095, atom 75 (C): -0.104, atom 76 (C): -0.084, atom 77 (C): -0.038, atom 78 (H): 0.110, atom 79 (H): 0.094, atom 80 (H): 0.093, atom 81 (H): 0.103, atom 82 (H): 0.086, atom 83 (C): -0.097, atom 84 (C): -0.111, atom 85 (C): -0.117, atom 86 (C): -0.313, atom 87 (C): -0.120, atom 88 (C): -0.081, atom 89 (Ge): 1.044, atom 90 (C): -0.306, atom 91 (C): -0.134, atom 92 (C): -0.075, atom 93 (C): -0.082, atom 94 (C): -0.082, atom 95 (C): -0.099, atom 96 (C): -0.296, atom 97 (C): -0.101, atom 98 (C): -0.079, atom 99 (C): -0.089

=====

Entry from OMol25: a molecular structure, C36H52KN4O4SSb (wB97M-V/def2-TZVPD).

Computed properties:
Charge: -2
Orbital gap in eV: 2.27
Lowest unoccupied orbital energy in eV: 3.84
Largest force on an atom in Eh/bohr: 0.096
DFT total energy in a.u.: -3161.00434
2S+1: 1
HOMO in eV: 1.6

Positions of all 99 atoms, in Å:
K: 0.0000 0.0000 0.0000
O: -0.0451 -1.7564 1.3453
C: -0.2513 -3.0077 1.2170
C: -0.2025 -3.8786 2.3281
C: -0.4209 -5.2608 2.2450
C: -0.7036 -5.8412 1.0188
C: -0.7642 -5.0312 -0.1100
C: -0.5421 -3.6396 -0.0126
C: -0.6356 -2.8893 -1.2911
N: -0.4702 -1.6141 -1.4399
N: -0.6384 -1.2827 -2.7966
C: -0.4732 -0.0049 -2.9486
O: -0.2087 0.8682 -2.1067
C: -0.6085 0.5862 -4.3405
C: -0.4533 1.9532 -4.6377
C: -0.5916 2.4324 -5.9452
C: -0.8886 1.5517 -6.9832
C: -1.0469 0.1938 -6.7138
C: -0.9078 -0.2818 -5.4049
H: 0.0184 -3.4399 3.3009
H: -0.3660 -5.8618 3.1448
H: -0.8746 -6.9075 0.9387
H: -0.9847 -5.4752 -1.0748
H: -0.8690 -3.5028 -2.1792
H: -0.2213 2.6461 -3.8320
H: -0.4651 3.4924 -6.1373
H: -0.9960 1.9223 -7.9967
H: -1.2783 -0.5037 -7.5116
H: -1.0326 -1.3421 -5.2011
S: 1.5984 0.7293 2.2026
C: 2.5197 1.1777 3.5238
N: 3.8510 0.8226 3.5812
C: 4.6836 1.1457 4.6239
C: 4.2206 1.8450 5.6669
C: 2.8378 2.2608 5.6940
C: 2.0055 1.9567 4.6868
H: 4.2167 0.2921 2.7976
H: 5.7127 0.8091 4.5535
H: 4.8628 2.1099 6.5000
H: 2.4898 2.8264 6.5520
H: 0.9657 2.2598 4.6896
C: -1.9686 4.4094 -0.1040
C: -1.9173 4.0673 1.3920
C: -2.9425 4.9514 2.1314
C: -0.5145 4.4034 1.9176
Sb: -2.2067 1.8462 1.5922
C: -2.0615 1.3859 3.7777
C: -2.6636 0.0052 4.0770
C: -2.7337 2.4306 4.6716
C: -0.5598 1.3101 4.1121
C: -4.2339 1.3949 0.7582
C: -5.2932 2.4412 1.1124
C: -4.0726 1.3237 -0.7727
C: -4.7146 0.0137 1.2292
H: -1.7307 5.4819 -0.2743
H: -2.9823 4.2302 -0.5082
H: -1.2380 3.7936 -0.6719
H: -2.7085 6.0249 1.9654
H: -2.9362 4.7891 3.2162
H: -3.9692 4.7934 1.7781
H: -0.2747 5.4756 1.7498
H: 0.2537 3.7874 1.4021
H: -0.4549 4.2190 3.0057
H: -3.7564 0.0243 3.9766
H: -2.4609 -0.2902 5.1293
H: -2.2327 -0.7668 3.4039
H: -3.8005 2.5543 4.3924
H: -2.2006 3.3936 4.5971
H: -2.6737 2.1253 5.7388
H: -0.0652 0.5364 3.4848
H: -0.4020 1.0473 5.1806
H: -0.0501 2.2716 3.9240
H: -5.0488 3.4046 0.6347
H: -5.3680 2.5617 2.2122
H: -6.2861 2.1387 0.7136
H: -3.7292 2.2860 -1.1917
H: -5.0363 1.0664 -1.2648
H: -3.3232 0.5486 -1.0453
H: -4.9671 0.0292 2.2975
H: -3.9432 -0.7611 1.0310
H: -5.6494 -0.2770 0.7013
O: 3.2103 1.6951 0.3392
C: 3.0140 0.9850 -0.7025
O: 2.0078 0.4048 -1.1606
C: 4.3403 0.8726 -1.5106
N: 5.4440 1.6836 -0.7991
C: 5.8595 2.7980 -1.6718
C: 4.7121 2.9501 -2.6484
C: 4.2559 1.5186 -2.8844
H: 4.6786 -0.1673 -1.5495
H: 6.1734 1.0945 -0.3937
H: 4.8762 2.0430 0.0148
H: 6.7816 2.4862 -2.1719
H: 6.0392 3.6839 -1.0576
H: 5.0191 3.4475 -3.5727
H: 3.9035 3.5384 -2.1983
H: 4.9458 1.0179 -3.5746
H: 3.2553 1.4829 -3.3253
H: 1.5878 -1.5571 0.4618

Let us look at the Löwdin charges, expressed in e, one per atom: atom 1 (K): 0.195, atom 2 (O): -0.334, atom 3 (C): -0.468, atom 4 (C): -0.031, atom 5 (C): -0.142, atom 6 (C): -0.172, atom 7 (C): -0.084, atom 8 (C): -0.145, atom 9 (C): -0.103, atom 10 (N): -0.108, atom 11 (N): 0.039, atom 12 (C): -0.573, atom 13 (O): -0.192, atom 14 (C): -0.115, atom 15 (C): -0.034, atom 16 (C): -0.119, atom 17 (C): -0.144, atom 18 (C): -0.117, atom 19 (C): -0.043, atom 20 (H): 0.095, atom 21 (H): 0.075, atom 22 (H): 0.067, atom 23 (H): 0.087, atom 24 (H): 0.101, atom 25 (H): 0.102, atom 26 (H): 0.082, atom 27 (H): 0.078, atom 28 (H): 0.082, atom 29 (H): 0.094, atom 30 (S): 0.778, atom 31 (C): -0.611, atom 32 (N): 0.042, atom 33 (C): -0.148, atom 34 (C): -0.125, atom 35 (C): -0.096, atom 36 (C): -0.089, atom 37 (H): 0.113, atom 38 (H): 0.095, atom 39 (H): 0.082, atom 40 (H): 0.093, atom 41 (H): 0.031, atom 42 (C): -0.139, atom 43 (C): -0.704, atom 44 (C): -0.134, atom 45 (C): -0.134, atom 46 (Sb): 1.631, atom 47 (C): -0.687, atom 48 (C): -0.128, atom 49 (C): -0.144, atom 50 (C): -0.237, atom 51 (C): -0.724, atom 52 (C): -0.148, atom 53 (C): -0.134, atom 54 (C): -0.138, atom 55 (H): 0.081, atom 56 (H): 0.057, atom 57 (H): 0.087, atom 58 (H): 0.076, atom 59 (H): 0.049, atom 60 (H): 0.049, atom 61 (H): 0.081, atom 62 (H): 0.084, atom 63 (H): 0.063, atom 64 (H): 0.051, atom 65 (H): 0.085, atom 66 (H): 0.088, atom 67 (H): 0.071, atom 68 (H): 0.055, atom 69 (H): 0.078, atom 70 (H): -0.008, atom 71 (H): 0.105, atom 72 (H): 0.024, atom 73 (H): 0.054, atom 74 (H): 0.072, atom 75 (H): 0.077, atom 76 (H): 0.062, atom 77 (H): 0.085, atom 78 (H): 0.084, atom 79 (H): 0.053, atom 80 (H): 0.091, atom 81 (H): 0.082, atom 82 (O): -0.166, atom 83 (C): -0.620, atom 84 (O): -0.115, atom 85 (C): -0.168, atom 86 (N): 0.058, atom 87 (C): -0.196, atom 88 (C): -0.175, atom 89 (C): -0.138, atom 90 (H): 0.125, atom 91 (H): 0.097, atom 92 (H): 0.126, atom 93 (H): 0.105, atom 94 (H): 0.111, atom 95 (H): 0.107, atom 96 (H): 0.124, atom 97 (H): 0.107, atom 98 (H): 0.129, atom 99 (H): 0.133